This record from OMol25 describes a molecular structure, C76H177N10O14V. The level of theory is wB97M-V/def2-TZVPD.

* spin multiplicity: 3
* total charge: 0
* energy relative to the best compared isomer or geometry (same formula, charge and spin): 0.000 eV
* strongest force on any atom: 4.7 eV/Å
* HOMO level (spin up / spin down): -6.9 / -8.1 eV

The geometry in XYZ format:
```
278
Properties=species:S:1:pos:R:3:forces:R:3
V 3.12640 1.31273 1.85667 -1.0 0.5 1.2
C 4.04837 3.19345 -1.62844 0.0 -1.1 -0.8
C 3.30554 2.11296 -0.85342 -0.8 -0.2 -0.5
C 3.18774 0.82315 -1.76425 -3.1 3.5 0.1
O 3.97811 1.78756 0.35294 0.5 0.4 -1.4
H 5.05189 2.74293 -1.74616 -0.1 0.8 -0.3
H 4.04844 4.19812 -1.25934 0.3 0.4 1.1
H 3.53791 3.35213 -2.59172 0.4 -0.6 -0.1
H 2.27673 2.51738 -0.64018 0.6 -0.6 0.0
H 4.07171 0.47653 -2.12167 2.8 -0.9 -1.0
H 2.44917 0.94746 -2.59720 0.8 0.5 0.2
H 2.67031 0.11925 -1.22685 -0.7 -2.1 1.8
C 0.31664 4.58601 2.44033 -0.8 -0.4 -0.3
C 1.55063 4.09366 1.71985 1.2 -0.8 0.2
C 2.76946 5.02253 2.06655 -0.8 0.8 -1.7
O 1.77131 2.74218 2.10288 0.3 0.5 -0.3
H 0.51188 4.69021 3.48778 0.4 0.4 0.8
H -0.42434 3.76324 2.44104 0.0 0.6 -0.5
H -0.07745 5.54824 2.05843 0.1 -0.6 0.2
H 1.36949 4.17320 0.61868 0.2 -0.1 0.5
H 3.72789 4.70847 1.60451 -0.8 0.1 -0.1
H 2.93322 5.06768 3.14361 -0.3 0.3 0.1
H 2.51025 6.04995 1.61315 0.6 -1.2 1.0
C 0.08655 -1.11720 2.26347 0.4 -0.6 0.5
C 0.80950 -0.60807 1.05816 0.7 1.0 -1.3
C -0.00319 0.46390 0.28136 0.3 -0.5 -0.2
O 2.10171 -0.16750 1.34882 -0.1 -0.4 0.3
H 0.65380 -2.02719 2.55275 -0.4 0.4 0.1
H -0.91046 -1.39698 1.90695 -0.1 0.0 0.6
H 0.07991 -0.44749 3.14683 -0.2 -0.1 -0.7
H 0.96855 -1.51174 0.44575 -0.4 0.1 -0.4
H -1.00092 0.08026 -0.00611 0.5 0.1 0.0
H 0.53747 0.89110 -0.60305 -0.4 -0.7 0.6
H -0.15025 1.29994 0.94410 -0.1 0.4 0.4
C -0.87595 -0.96063 -3.81759 -0.2 1.3 0.1
C -0.64915 -2.35654 -3.24512 0.7 -0.6 0.2
C -1.75350 -2.76823 -2.26486 0.4 1.0 0.0
C -3.02628 -3.11295 -3.04337 0.5 -0.1 -0.5
C -2.77342 -4.38754 -3.87616 2.3 0.5 0.8
C -1.62554 -4.07366 -4.94046 -3.0 0.2 -0.2
N -0.52462 -3.42091 -4.28819 1.0 0.7 -0.2
O 0.47693 -3.00703 -5.23659 0.3 -1.5 0.6
C -1.23126 -5.38185 -5.57429 1.2 -1.5 1.1
C -2.32702 -3.22630 -6.08449 -1.0 -0.1 0.6
C 0.68982 -2.43873 -2.51095 0.1 1.4 1.4
H -0.10114 -0.68028 -4.55872 -0.3 -0.2 0.4
H -0.85948 -0.11808 -3.05972 0.1 -1.2 -0.5
H -1.85555 -0.87694 -4.29762 0.1 0.0 -0.1
H -1.42168 -3.60338 -1.62952 -0.1 -0.1 -0.4
H -1.79379 -1.91391 -1.53371 -0.6 -0.6 -0.7
H -3.29300 -2.32061 -3.78960 0.0 -0.4 1.1
H -3.79340 -3.25394 -2.31070 -0.9 -0.1 0.1
H -3.61306 -4.72049 -4.42744 -1.0 -0.1 -0.6
H -2.47694 -5.25921 -3.22901 0.0 0.8 -0.4
H -2.09050 -5.99340 -5.92448 0.5 0.6 0.1
H -0.54218 -5.15405 -6.35927 0.3 -0.1 -0.9
H -0.60888 -6.02762 -4.86891 -0.9 0.8 -0.5
H -2.97998 -3.86520 -6.72520 0.4 0.3 0.7
H -2.95834 -2.40776 -5.66784 0.4 -0.6 -0.3
H -1.65308 -2.76682 -6.78075 0.7 0.2 -0.3
H 0.82037 -3.48458 -2.22132 0.0 0.3 0.6
H 0.78016 -1.65118 -1.65065 -0.5 -1.7 -1.2
H 1.52992 -2.21541 -3.13905 0.4 0.2 -0.7
H 0.19360 -2.24863 -5.73810 -0.7 0.6 -0.2
C -5.58895 4.64233 -3.94185 0.8 0.2 1.9
C -5.74742 3.34842 -3.08061 0.5 0.4 -1.5
C -6.02031 2.24926 -4.14679 -0.9 1.1 0.2
C -5.75409 0.89579 -3.57836 0.0 -1.6 -0.2
C -4.26855 0.78241 -3.13476 0.2 0.6 -0.8
C -4.03495 1.75485 -1.96478 0.4 0.5 -1.1
N -4.42989 3.11392 -2.48386 0.7 -0.8 0.5
O -4.25784 4.03250 -1.41720 -0.8 -0.4 0.5
C -4.77475 1.21308 -0.76226 -0.6 -0.3 -0.6
C -2.51553 1.85041 -1.64597 -2.3 -0.7 2.8
C -6.88859 3.44788 -2.05074 0.1 -0.7 -0.6
H -5.41355 5.54495 -3.29125 0.1 -0.8 -0.7
H -6.48792 4.80071 -4.46876 -1.2 0.3 -0.7
H -4.79512 4.47919 -4.67947 0.0 0.3 0.4
H -7.06062 2.47080 -4.50058 0.4 -0.7 0.6
H -5.47302 2.37982 -5.07911 0.6 0.2 0.2
H -5.98219 0.12438 -4.34745 0.1 0.3 0.6
H -6.41959 0.73088 -2.70702 0.3 -0.2 -0.6
H -3.61272 1.08707 -4.02689 -0.7 -0.5 1.2
H -3.97013 -0.22602 -2.76907 -0.3 0.5 -0.5
H -5.80267 0.95475 -0.93706 -0.7 0.6 -0.2
H -4.43264 0.22221 -0.55754 1.1 -0.6 0.6
H -4.73401 1.84892 0.08152 0.2 0.6 0.9
H -2.37332 2.36248 -0.65062 0.0 -0.3 -1.1
H -2.11053 0.85580 -1.53747 0.1 -0.3 0.0
H -2.06204 2.35239 -2.41435 1.4 1.2 -1.8
H -6.45925 3.79918 -1.10641 -0.5 0.0 -0.2
H -7.36066 2.44902 -1.93498 0.2 0.6 0.2
H -7.65421 4.11274 -2.45650 0.0 0.1 0.3
H -3.55502 4.61890 -1.68853 0.6 0.5 -0.3
C 1.55843 -7.65841 2.14448 0.4 -2.1 0.0
C 0.52851 -7.35378 1.03600 1.0 1.3 -1.1
C 1.21949 -6.73344 -0.25049 0.0 -0.4 1.6
C 0.26588 -6.68993 -1.39210 0.4 -1.3 -1.9
C -0.12608 -8.15915 -1.66328 2.6 -0.3 -0.7
C -0.83111 -8.83749 -0.57079 -1.4 -1.2 1.0
N -0.04063 -8.65499 0.65886 -0.2 -0.4 -0.6
O -0.91113 -9.07764 1.67418 0.7 -1.5 2.1
C -2.28296 -8.27279 -0.47285 0.5 0.0 1.0
C -0.99324 -10.39906 -0.84076 1.2 1.1 -0.5
C -0.43273 -6.33038 1.57056 -2.0 -0.5 -0.6
H 1.00828 -8.12125 3.01523 0.6 0.7 -0.7
H 2.19624 -6.84267 2.50704 -0.5 0.1 -0.3
H 2.24996 -8.49277 1.77397 -0.8 1.1 0.4
H 1.60354 -5.74373 -0.04540 0.1 0.3 0.5
H 2.06644 -7.38118 -0.40102 0.5 -0.2 -0.7
H 0.70747 -6.35902 -2.38529 -0.3 0.1 1.4
H -0.59117 -6.06037 -1.17113 -0.1 0.1 -0.1
H 0.85307 -8.77887 -1.84430 -1.6 1.3 0.0
H -0.74016 -8.19080 -2.52313 -0.5 -0.3 -1.2
H -2.80354 -8.37016 -1.41090 0.0 0.3 -0.6
H -2.88529 -8.83650 0.23283 0.1 -0.2 0.2
H -2.27284 -7.24515 -0.09855 -0.2 -0.1 -0.4
H -0.11813 -10.85547 -1.36586 -0.5 0.4 0.6
H -1.27666 -10.97633 0.02312 0.3 0.0 0.6
H -1.82726 -10.50795 -1.48953 -0.8 -0.1 -0.9
H -1.12709 -5.84610 0.84895 0.6 -0.5 0.2
H 0.08725 -5.53998 2.02815 0.8 1.0 0.8
H -1.06682 -6.83707 2.29078 -0.2 0.2 0.4
H -0.39068 -9.76933 2.17094 -0.9 1.0 -0.8
C -0.11412 7.23945 -0.09550 -1.5 0.5 0.0
C -0.76394 7.57587 -1.52720 0.6 1.8 1.2
C 0.20482 8.39608 -2.44526 -0.8 0.2 -0.7
C 1.27133 7.51465 -3.05140 0.6 -0.1 0.8
C 0.57122 6.45590 -3.83825 -1.8 -0.6 -0.1
C -0.39670 5.54856 -2.98451 0.5 -0.3 0.2
N -1.28926 6.44423 -2.25779 -0.6 0.0 -0.2
O -2.18228 5.74388 -1.38498 0.9 -0.4 -0.2
C -1.21161 4.67289 -3.99445 1.5 -0.5 0.5
C 0.47442 4.65817 -1.98214 -0.5 0.2 -2.0
C -1.96128 8.54089 -1.23930 2.0 -0.3 2.5
H 0.19962 8.10585 0.48384 0.3 0.5 -0.6
H 0.67287 6.52465 -0.04352 0.7 -0.4 -0.3
H -0.86538 6.85677 0.61116 -0.3 -0.2 -0.6
H -0.48449 8.83870 -3.25676 1.2 -0.5 1.0
H 0.72038 9.21400 -1.92948 -0.7 0.0 0.3
H 1.80642 6.99437 -2.22174 -0.2 0.4 -0.4
H 2.09374 8.06218 -3.57265 -0.9 -0.3 0.0
H 1.29099 5.74020 -4.14381 0.6 -0.6 -1.2
H -0.10276 6.86730 -4.65124 1.2 -0.4 0.5
H -1.75904 5.24632 -4.73120 -0.1 0.4 0.0
H -0.43155 4.08384 -4.54662 -0.8 0.2 0.4
H -1.90183 3.97853 -3.50298 0.2 0.2 -0.1
H -0.14453 4.09506 -1.30099 -0.3 -0.6 0.0
H 1.17311 3.98323 -2.54023 -0.7 0.5 0.5
H 1.02560 5.32571 -1.36572 0.8 0.3 0.3
H -1.48493 9.38812 -0.61392 -1.2 -0.9 -1.2
H -2.65989 7.99434 -0.60258 -0.1 0.3 0.0
H -2.45720 8.84892 -2.12169 -0.3 0.5 -0.9
H -1.59550 5.19148 -0.82418 -0.5 0.3 -0.1
C -5.46426 3.71047 2.78153 -0.1 0.2 0.6
C -4.37733 3.46634 3.84472 0.4 -1.0 0.2
C -5.16052 3.18278 5.18656 -0.3 0.4 -1.0
C -4.30928 2.61874 6.28266 2.9 0.0 -1.4
C -3.72648 1.29883 5.79062 -0.4 -1.1 -0.2
C -2.92661 1.41978 4.48880 -0.8 -0.4 -2.0
N -3.76983 2.15584 3.42328 0.8 -0.1 1.0
O -2.90993 2.31499 2.21060 1.0 0.2 3.4
C -1.50320 1.98360 4.68271 -0.8 -0.8 -1.9
C -2.75716 -0.01011 3.80521 -0.1 1.8 2.6
C -3.39571 4.61464 4.09896 -0.8 0.2 0.6
H -5.15231 4.03874 1.77976 0.2 -0.2 0.3
H -6.12589 4.48522 3.18382 -0.2 -0.1 -0.3
H -5.98914 2.73621 2.73439 0.0 0.7 -0.3
H -5.65697 4.12045 5.49016 0.2 -0.2 -0.2
H -5.96693 2.45260 4.94461 0.5 0.4 0.2
H -4.84215 2.40294 7.13007 -1.6 -0.2 2.2
H -3.41460 3.23583 6.61647 -1.2 -0.2 -0.5
H -4.53532 0.50116 5.69831 0.7 1.1 -0.2
H -3.05089 0.86430 6.53453 0.1 0.1 0.0
H -1.37577 2.94177 5.12996 -0.1 0.6 0.6
H -0.93377 1.20209 5.11941 0.6 -0.4 1.1
H -1.07135 2.01488 3.67622 0.0 0.4 0.0
H -2.41015 0.23325 2.82985 0.1 -0.6 -0.8
H -1.99967 -0.45068 4.44344 0.3 -0.8 -0.4
H -3.68573 -0.57542 3.91847 0.1 0.1 -0.5
H -2.79161 4.88498 3.26242 0.7 -0.3 -0.6
H -2.81382 4.52892 5.03656 -0.1 -0.2 -0.7
H -4.01283 5.48704 4.25250 -0.3 0.5 0.2
H -3.54238 2.43652 1.55129 -1.7 0.2 -1.8
C -5.68476 -4.15033 1.08525 0.9 -0.8 0.2
C -4.39898 -3.33787 0.93973 -2.2 1.5 -2.0
O -3.33225 -3.87788 1.58656 1.7 -1.1 0.0
H -5.38742 -5.19682 0.97616 -0.1 -0.1 0.2
H -6.43194 -3.99847 0.31639 -0.2 0.6 0.0
H -6.06172 -4.00047 2.08670 -0.5 -0.1 0.2
H -4.60652 -2.30590 1.28997 0.2 -0.2 -0.3
H -4.20159 -3.27547 -0.16537 0.3 0.0 1.0
H -3.34384 -3.67420 2.51376 0.0 0.3 0.7
C 4.52577 -2.07251 4.58276 -1.4 0.0 -0.9
C 3.75666 -0.91185 3.97831 -1.7 -1.4 -1.6
C 3.40770 0.13786 4.99883 -0.6 -0.4 -0.4
O 2.48092 1.04192 4.34435 1.8 -0.7 0.5
C 1.99069 1.96772 5.25546 -1.9 -0.1 1.3
N 4.39439 -0.29917 2.75112 -1.0 2.2 3.7
H 5.27017 -1.80628 5.25668 1.5 0.6 1.3
H 4.94931 -2.66721 3.81040 0.5 -0.4 -0.8
H 3.81624 -2.71693 5.06755 -0.3 -0.1 0.6
H 2.76611 -1.36157 3.65590 1.0 0.7 0.0
H 4.33229 0.59305 5.38185 -0.2 0.6 -0.2
H 2.92863 -0.34507 5.88593 0.1 0.3 -0.6
H 1.56233 1.40750 6.12620 0.0 0.3 -0.5
H 1.17978 2.51894 4.77420 0.3 0.0 0.0
H 2.67534 2.65335 5.74828 0.8 0.2 -0.5
H 4.68967 -0.92999 2.06882 0.6 -1.8 -1.3
H 5.17093 0.14733 3.22241 0.8 0.2 -0.7
C -0.76669 -3.77472 6.32993 0.3 3.0 1.1
C -0.07715 -3.49830 5.00388 -0.2 -0.4 -0.5
C 1.17942 -4.38361 4.84118 -1.3 -0.3 2.2
O 1.94051 -4.35435 6.09667 0.0 -0.3 -1.9
C 3.08541 -5.16005 5.86044 0.9 0.6 -0.3
N -1.05536 -3.62336 3.88451 1.4 2.1 0.6
H -0.10783 -3.42052 7.18683 -0.7 -0.7 -1.0
H -1.07658 -4.75823 6.49507 -0.1 -1.8 0.1
H -1.69697 -3.16757 6.40939 0.6 -0.2 -0.3
H 0.28566 -2.46410 5.02053 -0.2 0.0 -0.1
H 1.76050 -4.11093 3.98932 0.8 0.5 -0.6
H 0.88792 -5.43008 4.72492 -0.2 -0.1 -0.3
H 3.85059 -4.56108 5.24195 -1.0 -1.3 0.6
H 2.81286 -6.12909 5.37532 0.3 0.7 0.2
H 3.55401 -5.36985 6.81951 0.0 0.0 0.1
H -1.40911 -4.52648 3.77491 -0.3 -1.7 -0.3
H -0.68438 -3.23579 3.01280 -0.3 -0.5 0.5
C 2.89307 0.61890 -6.27347 -1.1 -1.7 2.3
C 1.62908 1.44017 -6.05284 0.1 1.4 -0.4
C 1.83253 2.93074 -6.35897 1.2 -0.9 0.8
O 2.71424 3.39001 -5.30640 -1.0 0.5 -1.2
C 3.49356 4.49780 -5.68283 0.4 -0.1 0.0
N 0.50840 1.04849 -6.89836 -0.6 -1.2 0.9
H 3.66630 1.00758 -5.64121 0.8 0.5 -0.1
H 3.18722 0.39461 -7.27917 0.1 0.4 -0.7
H 2.71058 -0.38066 -5.77664 0.1 0.7 -0.7
H 1.35081 1.44209 -4.96644 0.0 -0.4 -0.9
H 0.88434 3.44461 -6.31028 -0.3 0.3 0.0
H 2.26152 3.03248 -7.37730 0.1 0.2 0.5
H 3.06311 5.27886 -6.32305 -0.6 -0.4 0.1
H 4.36936 4.13748 -6.19923 0.6 -0.1 -0.3
H 3.80683 4.95991 -4.77057 0.3 0.4 0.6
H 0.11342 0.21946 -6.43793 -0.2 0.3 -0.6
H 0.85980 0.73103 -7.79307 0.0 0.0 -0.1
C 6.20780 -2.80087 -0.94802 -0.2 0.5 0.6
C 4.69878 -2.48529 -0.75176 2.4 -0.1 1.8
C 3.91100 -3.59820 -1.37499 0.4 -1.1 -0.9
O 4.25569 -3.68450 -2.80039 -0.5 1.2 1.7
C 3.88535 -4.83980 -3.48508 -0.6 -0.3 -0.6
N 4.41059 -2.41777 0.75111 1.6 -1.3 -2.0
H 6.46262 -2.54552 -1.99693 0.2 -0.2 0.8
H 6.28533 -3.90498 -0.81822 0.5 0.7 0.0
H 6.83061 -2.23115 -0.16872 -0.8 -0.9 -1.4
H 4.48686 -1.47604 -1.11627 -0.3 -0.4 -0.3
H 2.90387 -3.31321 -1.10201 -1.0 -0.4 -0.9
H 4.10951 -4.62141 -0.89604 0.0 1.3 -0.4
H 3.67397 -4.59274 -4.54606 0.4 0.0 0.5
H 2.94485 -5.24835 -3.11991 -0.1 -0.2 0.3
H 4.67174 -5.60006 -3.42059 -0.1 -0.1 0.0
H 3.49363 -2.05699 0.78600 -1.6 0.4 0.7
H 4.44955 -3.39460 1.08371 -0.3 0.7 0.0
C 6.30967 3.67677 1.49341 -1.3 1.4 2.7
C 5.99799 2.70227 2.66016 1.3 -0.9 -1.6
C 6.86368 2.94058 3.83584 1.9 0.2 0.8
O 6.62758 1.89498 4.76573 -1.8 0.0 -0.7
C 7.31110 1.86693 5.96727 0.3 -0.5 0.0
N 4.60328 2.64151 3.00740 -1.2 0.2 0.1
H 5.79951 4.66015 1.70113 0.5 -0.8 -0.2
H 5.96368 3.34098 0.58734 -1.3 -1.0 -2.0
H 7.32783 3.89274 1.32252 1.5 0.0 0.4
H 6.33872 1.68222 2.36005 -0.5 0.5 -0.3
H 6.75743 3.97689 4.19907 -0.2 -0.3 0.6
H 7.92048 2.79617 3.55102 -0.1 0.5 -0.3
H 8.37074 1.80777 5.78658 0.8 0.3 0.0
H 7.05414 0.92506 6.45130 -0.2 0.1 0.2
H 7.06909 2.70958 6.59356 0.0 0.4 0.4
H 4.09908 3.50873 2.84692 0.3 -0.1 0.0
H 4.46877 2.42686 3.99102 0.2 -0.1 0.0
```
Positions in Å, forces in eV/Å.